{"formula": "C33H57N3O5SiTi", "method": "the ωB97M-V functional and the def2-TZVPD basis", "relative_energy_kj_mol": 830.4, "multiplicity": 3, "gap_ev": [5.2, 6.1], "lumo_energy_ev": [-0.28, -0.28], "s_squared": 2.008, "e_homo_ev": [-5.47, -6.37], "charge": 0, "species": ["O", "O", "C", "C", "H", "H", "H", "H", "H", "C", "C", "H", "H", "H", "H", "H", "C", "C", "C", "H", "H", "H", "H", "H", "C", "H", "H", "H", "H", "H", "H", "N", "C", "C", "C", "C", "H", "H", "H", "C", "H", "H", "H", "N", "C", "C", "C", "C", "H", "C", "H", "C", "H", "C", "C", "C", "C", "C", "C", "H", "C", "H", "C", "H", "C", "C", "Ti", "H", "H", "H", "H", "H", "H", "H", "H", "H", "H", "H", "H", "H", "C", "Si", "H", "H", "C", "C", "C", "H", "H", "H", "H", "H", "H", "H", "H", "H", "O", "N", "O", "O"], "xyz": [[0.402, -2.716, -1.750], [-1.035, -2.005, -3.497], [1.720, -2.728, -2.416], [2.749, -3.381, -1.521], [1.964, -1.672, -2.627], [1.594, -3.271, -3.367], [2.863, -2.838, -0.576], [3.698, -3.344, -2.053], [2.512, -4.430, -1.315], [-0.257, -4.056, -1.648], [-0.210, -4.926, -2.888], [-1.292, -3.836, -1.341], [0.281, -4.530, -0.819], [-0.608, -4.442, -3.791], [-0.837, -5.795, -2.686], [0.798, -5.303, -3.084], [-2.492, -1.882, -3.166], [-0.449, -1.388, -4.717], [-3.223, -3.101, -3.670], [-2.834, -0.932, -3.608], [-2.513, -1.820, -2.068], [-3.128, -3.218, -4.755], [-4.277, -2.968, -3.423], [-2.865, -4.010, -3.171], [-0.899, -2.158, -5.933], [0.638, -1.458, -4.563], [-0.754, -0.328, -4.721], [-0.715, -3.236, -5.829], [-0.317, -1.793, -6.782], [-1.959, -1.979, -6.137], [-0.378, -2.072, -2.603], [1.732, 1.150, 1.853], [1.483, 2.342, 2.347], [0.304, 3.104, 2.117], [-0.987, 2.771, 1.737], [2.663, 3.011, 2.984], [3.443, 3.153, 2.224], [3.053, 2.436, 3.828], [2.333, 3.982, 3.338], [-2.025, 3.841, 1.558], [-2.819, 3.740, 2.308], [-2.462, 3.773, 0.552], [-1.562, 4.824, 1.671], [-1.446, 1.508, 1.525], [2.782, 0.287, 2.261], [3.824, 0.221, 1.320], [3.756, 0.941, 0.007], [4.974, -0.469, 1.653], [5.766, -0.493, 0.915], [5.124, -1.089, 2.882], [6.028, -1.622, 3.116], [4.118, -1.018, 3.830], [4.233, -1.468, 4.815], [2.975, -0.301, 3.534], [2.033, -0.180, 4.657], [-2.687, 1.031, 1.998], [-3.757, 0.850, 1.093], [-3.643, 1.195, -0.364], [-4.977, 0.404, 1.589], [-5.810, 0.274, 0.898], [-5.163, 0.114, 2.937], [-6.108, -0.240, 3.314], [-4.123, 0.288, 3.831], [-4.224, 0.107, 4.901], [-2.923, 0.815, 3.377], [-1.913, 1.166, 4.416], [-0.011, 0.201, 1.105], [3.751, 0.213, -0.809], [4.658, 1.549, -0.114], [2.891, 1.602, -0.108], [1.583, 0.802, 4.723], [2.430, -0.280, 5.673], [1.416, -1.056, 4.634], [-4.263, 0.508, -0.951], [-2.618, 1.123, -0.735], [-4.013, 2.209, -0.568], [-0.928, 0.727, 4.017], [-2.128, 0.628, 5.383], [-1.604, 2.227, 4.568], [0.482, 4.171, 2.268], [0.295, 0.611, -0.890], [0.415, 2.210, -1.848], [1.222, 0.074, -0.586], [-0.636, -0.004, -0.899], [1.695, 2.041, -3.216], [1.016, 3.721, -0.881], [-1.259, 2.718, -2.553], [-1.775, 1.862, -3.002], [-1.111, 3.479, -3.330], [-1.902, 3.153, -1.777], [2.597, 1.556, -2.822], [1.963, 3.039, -3.585], [1.298, 1.444, -4.043], [1.849, 3.495, -0.208], [0.208, 4.165, -0.288], [1.365, 4.478, -1.596], [-0.790, -1.445, 4.736], [-0.323, -0.330, 4.760], [-0.023, 0.551, 5.690], [0.079, -0.275, 2.753]], "forces_ev_per_a": [[-0.27, -0.38, -0.80], [-0.61, 0.59, -0.27], [-0.45, -0.15, 0.37], [0.06, 0.15, -0.12], [-0.25, -0.39, 0.28], [0.21, 0.21, 0.25], [-0.10, -0.10, -0.18], [0.16, -0.09, 0.09], [0.05, 0.18, -0.02], [0.72, 0.68, 0.51], [0.07, -0.03, -0.13], [0.50, 0.00, -0.03], [-0.44, -0.08, -0.13], [0.19, -0.08, 0.33], [0.00, -0.05, 0.01], [-0.15, 0.08, -0.03], [0.86, 0.29, -0.28], [-0.32, 0.02, 0.69], [-0.11, 0.01, 0.00], [0.08, -0.38, 0.25], [-0.01, 0.17, -0.39], [-0.07, -0.01, 0.30], [-0.02, -0.12, -0.05], [-0.11, 0.22, -0.16], [0.03, 0.12, -0.10], [-0.47, 0.10, 0.01], [0.18, -0.40, -0.04], [-0.05, 0.34, 0.01], [-0.12, -0.05, -0.06], [0.20, -0.09, -0.07], [0.34, -0.45, 0.13], [-1.65, 0.50, 0.50], [1.39, -1.53, -0.79], [-0.12, 0.75, -0.16], [-0.75, -1.20, 0.39], [-0.33, 0.65, 0.48], [-0.04, -0.10, 0.26], [0.06, 0.07, -0.20], [0.29, 0.23, 0.21], [0.23, 0.65, 0.33], [0.06, -0.03, -0.22], [0.04, -0.05, 0.29], [-0.18, 0.03, 0.01], [0.42, 0.95, 0.22], [1.40, 1.19, -0.17], [-0.35, -0.22, 0.57], [0.17, 0.20, -0.33], [0.27, -0.28, -0.18], [0.20, -0.09, 0.08], [0.10, -0.26, -0.01], [0.35, -0.12, -0.03], [0.61, 0.05, -0.95], [-0.02, 0.12, -0.24], [0.08, 0.18, 0.28], [1.36, 0.47, 0.43], [-1.12, 0.85, -0.32], [0.32, -0.14, 0.57], [-0.05, -0.18, -0.24], [-0.41, -0.30, 0.10], [0.11, 0.04, 0.10], [0.07, -0.19, -0.05], [-0.30, -0.10, -0.14], [-0.06, 0.34, -0.46], [-0.15, -0.01, -0.27], [0.20, 0.72, 0.29], [-0.17, -0.16, -0.74], [0.07, -0.54, 3.38], [-0.04, 0.07, -0.14], [-0.05, -0.04, -0.08], [0.23, -0.31, 0.15], [-0.22, -0.49, -0.75], [1.02, 0.02, -0.19], [-0.44, 0.13, -0.40], [-0.01, 0.09, -0.01], [-0.06, 0.13, 0.14], [0.16, -0.15, 0.03], [-2.10, 1.51, -0.85], [-0.19, 1.18, -1.14], [-0.63, -0.62, -0.13], [-0.21, -0.20, -0.12], [0.22, 0.81, -2.37], [0.20, -0.85, 0.89], [-0.31, -0.07, -0.70], [0.43, 0.09, -0.51], [-0.09, 0.24, -0.17], [-0.07, 0.10, -0.16], [0.05, -0.03, -0.10], [-0.08, 0.11, 0.00], [-0.05, -0.09, 0.08], [0.13, -0.16, -0.17], [-0.11, 0.06, -0.09], [0.07, -0.23, -0.13], [0.15, -0.01, -0.05], [-0.15, 0.05, -0.05], [0.25, -0.11, -0.10], [-0.05, -0.06, 0.05], [0.54, 2.24, 1.84], [0.36, -0.16, 3.71], [-1.09, -4.55, -0.46], [-0.02, -1.51, -1.35]], "mulliken_spin": [0.04, 0.00, 0.01, 0.00, 0.00, 0.00, 0.00, 0.00, 0.00, 0.00, 0.00, 0.00, 0.00, 0.00, 0.00, 0.00, 0.00, 0.00, 0.00, 0.00, 0.00, 0.00, 0.00, 0.00, 0.00, 0.00, 0.00, 0.00, 0.00, 0.00, 0.00, 0.01, -0.01, -0.05, 0.02, 0.01, 0.00, 0.00, 0.00, 0.01, 0.00, 0.00, 0.00, -0.04, 0.00, -0.01, 0.01, 0.00, 0.00, 0.00, 0.00, 0.00, 0.00, 0.00, 0.01, -0.01, 0.01, 0.00, 0.01, 0.00, 0.00, 0.00, 0.01, 0.00, -0.05, 0.13, 0.90, 0.00, 0.00, 0.00, 0.00, 0.00, -0.01, 0.00, 0.00, 0.00, 0.01, 0.02, 0.00, 0.00, 0.26, 0.01, -0.12, 0.02, 0.00, 0.01, 0.00, 0.00, 0.00, 0.00, 0.00, 0.00, 0.00, 0.00, 0.00, 0.00, 0.15, 0.36, 0.20, 0.06]}